1.
ORCA calculation (ωB97M-V/def2-TZVPD) on a molecular structure, C4H10NO3.

Positions of all 18 atoms, in Å:
O1 1.488 2.068 -1.825
C1 1.721 1.403 -0.634
O2 2.722 1.366 0.184
C2 0.508 0.376 -0.466
C3 0.622 -0.616 0.725
C4 -0.170 -1.920 0.327
N1 -0.703 1.171 -0.374
H1 0.591 -0.253 -1.414
H2 1.726 -0.745 0.875
H3 0.306 -0.410 1.778
H4 -1.238 -1.741 0.336
H5 -0.146 -2.710 1.123
H6 0.245 -2.396 -0.523
H7 1.080 2.400 -0.661
H8 -1.036 1.604 -1.267
H9 -1.567 0.655 0.032
H10 -2.970 -0.381 1.278
O3 -3.181 0.129 0.506

Values from the calculation:
**Total charge**: -1
**Maximum force**: 0.15043 hartree/bohr
**Energy above the lowest of the compared OMol25 structures with the same formula, charge and spin**: 621.5 kJ/mol
**Frontier orbital gap**: 5.6 eV

Here are the Mulliken charges for atoms 1 to 6, given in e: atom 1 (O): -0.458, atom 2 (C): 0.352, atom 3 (O): -0.599, atom 4 (C): 0.562, atom 5 (C): -0.533, atom 6 (C): -1.090



2.
ORCA calculation (ωB97M-V/def2-TZVPD) on a molecular structure, C21H31O4Sm.

Positions of all 57 atoms, in Å:
O1 0.503 -0.589 -5.421
C1 0.783 0.567 -6.280
C2 0.767 -0.046 -7.647
H1 1.720 1.009 -5.971
H2 0.004 1.329 -6.260
C3 0.638 -1.280 -6.750
H3 1.727 0.125 -8.134
H4 -0.123 0.206 -8.219
C4 1.928 -2.061 -6.900
H5 2.787 -1.372 -6.802
H6 1.946 -2.493 -7.910
H7 1.949 -2.878 -6.169
C5 -0.590 -2.120 -7.038
H8 -1.521 -1.538 -6.990
H9 -0.618 -2.959 -6.336
H10 -0.516 -2.538 -8.053
Sm1 0.128 -0.727 -1.864
C6 -1.800 -1.198 0.280
C7 -1.517 0.179 0.304
C8 -2.001 0.765 -0.884
H11 -1.102 0.720 1.150
C9 -2.560 -0.271 -1.678
C10 -2.427 -1.496 -0.951
H12 -2.880 -2.458 -1.222
H13 -1.617 -1.865 1.127
H14 -1.998 1.836 -1.091
H15 -3.040 -0.130 -2.653
C11 1.152 -1.914 0.252
C12 0.540 -3.016 -0.368
C13 1.090 -3.158 -1.679
H16 -0.119 -3.712 0.134
C14 2.164 -2.206 -1.803
C15 2.186 -1.435 -0.597
H17 2.894 -0.677 -0.342
H18 0.967 -1.520 1.239
H19 0.839 -3.928 -2.391
H20 2.846 -2.046 -2.625
O2 0.965 3.316 -4.793
C16 -0.030 2.516 -4.130
C17 -1.313 3.295 -4.212
H21 0.278 2.344 -3.074
H22 -0.174 1.564 -4.668
C18 -0.869 4.765 -4.037
H23 -2.107 2.891 -3.544
H24 -1.615 3.200 -5.281
C19 0.617 4.690 -4.491
H25 -0.996 5.063 -2.965
H26 -1.483 5.459 -4.640
H27 1.297 4.820 -3.613
H28 0.932 5.449 -5.255
C20 3.141 2.571 0.386
O3 2.638 1.374 -0.192
C21 1.339 1.089 -0.110
O4 0.631 1.824 0.559
H29 2.531 3.418 0.081
H30 4.154 2.667 0.028
H31 3.142 2.439 1.468

Values from the calculation:
**Multiplicity**: 6
**Total charge**: 0
**Maximum force**: 0.05817 hartree/bohr
**Energy above the lowest of the compared OMol25 structures with the same formula, charge and spin**: 518.0 kJ/mol
**Frontier orbital gap (alpha / beta)**: 7.0 / 7.3 eV

Here are the Mulliken charges for atoms 1 to 6, given in e: atom 1 (O): -0.248, atom 2 (C): -0.378, atom 3 (C): -0.920, atom 4 (H): 0.362, atom 5 (H): 0.177, atom 6 (C): 1.660



3.
ORCA calculation (ωB97M-V/def2-TZVPD) on C3H6N4O2 in the gas phase.

Positions of all 15 atoms, in Å:
C1 2.047 0.122 0.710
N1 1.480 0.081 -0.596
N2 0.109 -0.175 -0.456
C2 -0.428 -1.426 -0.417
N3 -1.668 -1.358 -0.087
N4 -1.944 -0.073 0.031
O1 -3.208 0.305 0.383
C3 -0.889 0.820 -0.235
O2 -0.762 2.038 -0.353
H1 2.173 -0.902 1.058
H2 3.067 0.493 0.592
H3 1.646 0.781 1.436
H4 1.647 0.925 -1.127
H5 0.264 -2.316 -0.549
H6 -3.532 0.684 -0.389

Values from the calculation:
**Total charge**: 0
**Maximum force**: 0.05703 hartree/bohr
**SMILES string**: CNn1cnn(O)c1=O
**Energy above the lowest of the compared OMol25 structures with the same formula, charge and spin**: 370.8 kJ/mol
**Frontier orbital gap**: 9.7 eV

Here are the Mulliken charges for atoms 1 to 6, given in e: atom 1 (C): -0.836, atom 2 (N): -0.774, atom 3 (N): 0.389, atom 4 (C): 0.035, atom 5 (N): -0.778, atom 6 (N): 0.642



4.
ORCA calculation (ωB97M-V/def2-TZVPD) on a molecular structure, C40H67CaN4O3Sb.

Positions of all 116 atoms, in Å:
Ca1 4.806 -13.623 -14.939
C1 -0.626 -14.626 -19.312
N1 -0.428 -15.448 -18.079
C2 -0.565 -16.954 -18.346
C3 0.908 -15.081 -17.436
C4 0.974 -15.694 -16.013
N2 1.540 -14.858 -14.939
C5 1.994 -15.633 -13.823
C6 2.732 -16.935 -14.035
C7 2.139 -18.107 -13.708
C8 2.803 -19.323 -13.500
C9 4.127 -19.334 -13.934
C10 4.810 -18.208 -14.389
C11 4.145 -16.937 -14.311
O1 4.758 -15.824 -14.536
C12 6.114 -18.359 -15.189
C13 7.414 -18.277 -14.395
C14 6.163 -19.707 -15.956
C15 6.147 -17.263 -16.317
C16 2.084 -20.515 -12.910
C17 0.618 -20.654 -13.317
C18 2.105 -20.416 -11.429
C19 2.673 -21.866 -13.353
C20 0.519 -13.826 -14.540
C21 0.823 -12.836 -13.359
C22 -0.249 -12.557 -12.464
C23 -0.230 -11.392 -11.781
C24 0.901 -10.509 -12.046
C25 1.845 -10.629 -13.017
C26 1.957 -11.947 -13.622
O2 2.949 -12.323 -14.356
C27 2.974 -9.610 -13.361
C28 2.998 -9.432 -14.901
C29 4.357 -10.125 -12.787
C30 2.654 -8.213 -12.866
C31 -1.100 -11.092 -10.543
C32 -2.440 -10.686 -11.158
C33 -0.723 -9.840 -9.628
C34 -1.322 -12.286 -9.637
H1 0.059 -14.973 -20.139
H2 -0.502 -13.532 -19.098
H3 -1.683 -14.685 -19.804
H4 -1.611 -17.086 -18.575
H5 -0.190 -17.472 -17.533
H6 -0.065 -17.197 -19.281
H7 0.959 -13.999 -17.548
H8 1.782 -15.606 -17.987
H9 1.623 -16.595 -16.045
H10 -0.046 -16.062 -15.756
H11 1.106 -15.749 -13.190
H12 2.676 -14.983 -13.167
H13 1.048 -18.085 -13.438
H14 4.517 -20.322 -13.975
H15 7.461 -19.064 -13.618
H16 7.543 -17.281 -13.954
H17 8.229 -18.467 -15.090
H18 6.183 -20.608 -15.283
H19 7.166 -19.797 -16.475
H20 5.270 -19.940 -16.634
H21 6.445 -16.328 -15.922
H22 5.140 -17.070 -16.684
H23 6.806 -17.508 -17.164
H24 0.063 -19.964 -12.689
H25 0.251 -21.701 -13.061
H26 0.432 -20.376 -14.349
H27 1.516 -19.556 -11.131
H28 3.062 -20.205 -11.012
H29 1.637 -21.319 -10.888
H30 2.649 -22.034 -14.478
H31 1.977 -22.628 -12.898
H32 3.688 -22.102 -13.074
H33 -0.370 -14.441 -14.281
H34 0.253 -13.341 -15.524
H35 -1.080 -13.257 -12.325
H36 0.955 -9.590 -11.424
H37 1.977 -9.245 -15.267
H38 3.328 -10.391 -15.315
H39 3.635 -8.575 -15.184
H40 4.286 -10.234 -11.648
H41 5.174 -9.499 -12.959
H42 4.651 -11.051 -13.245
H43 1.650 -7.947 -13.207
H44 3.410 -7.538 -13.292
H45 2.682 -7.966 -11.737
H46 -2.340 -9.904 -11.870
H47 -3.031 -10.212 -10.393
H48 -2.932 -11.526 -11.629
H49 -1.095 -8.971 -10.119
H50 0.267 -9.744 -9.281
H51 -1.238 -10.081 -8.680
H52 -1.691 -13.144 -10.239
H53 -2.171 -12.081 -8.957
H54 -0.376 -12.573 -9.105
N3 3.002 -12.089 -19.751
C35 3.969 -12.510 -18.907
C36 4.761 -11.458 -18.635
C37 4.115 -10.394 -19.247
N4 3.033 -10.747 -19.938
H55 2.177 -12.555 -20.061
H56 3.989 -13.564 -18.627
H57 5.529 -11.543 -17.929
H58 4.394 -9.394 -19.263
C38 10.346 -14.480 -17.434
Sb1 7.960 -13.838 -17.101
C39 8.496 -14.230 -15.052
C40 8.454 -11.785 -17.459
H59 10.856 -13.856 -16.684
H60 10.731 -14.398 -18.431
H61 10.396 -15.608 -17.216
H62 9.442 -14.005 -14.747
H63 8.172 -15.269 -14.979
H64 7.827 -13.529 -14.492
H65 9.493 -11.494 -17.360
H66 7.641 -11.128 -17.111
H67 8.264 -11.714 -18.579
O3 6.186 -12.875 -16.274

Values from the calculation:
**Total charge**: -2
**Maximum force**: 0.08581 hartree/bohr
**Energy above the lowest of the compared OMol25 structures with the same formula, charge and spin**: 61.3 kJ/mol
**Frontier orbital gap**: 4.5 eV

Here are the Mulliken charges for atoms 1 to 6, given in e: atom 1 (Ca): 1.602, atom 2 (C): -0.829, atom 3 (N): -0.118, atom 4 (C): -1.079, atom 5 (C): -0.515, atom 6 (C): -0.855



5.
ORCA calculation (ωB97M-V/def2-TZVPD) on a molecular structure, C4H4GaO2.

Positions of all 11 atoms, in Å:
H1 -0.841 1.460 0.883
O1 -1.719 2.407 0.112
C1 -1.274 1.729 -0.881
C2 -0.342 0.813 -0.311
C3 -0.047 -0.475 -0.488
C4 0.819 -1.148 0.486
O2 1.056 -2.346 0.448
Ga1 2.482 -3.133 1.541
H2 -0.923 2.284 -1.768
H3 -0.582 -1.102 -1.208
H4 1.371 -0.488 1.186

Values from the calculation:
**Total charge**: +1
**Maximum force**: 0.10118 hartree/bohr
**Energy above the lowest of the compared OMol25 structures with the same formula, charge and spin**: 315.4 kJ/mol
**Frontier orbital gap**: 8.1 eV

Here are the Mulliken charges for atoms 1 to 6, given in e: atom 1 (H): 0.416, atom 2 (O): -0.376, atom 3 (C): 0.045, atom 4 (C): -0.407, atom 5 (C): -0.175, atom 6 (C): 0.328



6.
ORCA calculation (ωB97M-V/def2-TZVPD) on a molecular structure, C33H24N3O4Ti.

Positions of all 65 atoms, in Å:
Ti1 0.373 0.894 -0.407
C1 2.988 -0.770 -1.534
O1 1.580 -0.544 -1.693
C2 0.837 -1.501 -2.364
C3 1.302 -2.284 -3.400
C4 0.443 -3.202 -4.000
C5 -0.864 -3.311 -3.554
C6 -1.332 -2.503 -2.529
C7 -0.487 -1.570 -1.925
N1 -0.849 -0.698 -0.904
N2 -2.164 -0.775 -0.626
C8 -2.683 -0.078 0.399
C9 -1.961 0.730 1.306
O2 -0.658 0.914 1.217
C10 -2.635 1.340 2.391
C11 -3.976 1.201 2.581
C12 -4.755 0.424 1.679
C13 -6.148 0.272 1.846
C14 -6.891 -0.476 0.972
C15 -6.257 -1.104 -0.114
C16 -4.903 -0.974 -0.298
C17 -4.116 -0.212 0.591
H1 3.346 -1.478 -2.273
H2 3.173 -1.158 -0.534
H3 3.488 0.186 -1.660
H4 2.313 -2.182 -3.766
H5 0.803 -3.820 -4.812
H6 -1.533 -4.027 -4.014
H7 -2.352 -2.573 -2.182
H8 -2.022 1.929 3.062
H9 -4.470 1.680 3.419
H10 -6.622 0.767 2.687
H11 -7.960 -0.582 1.113
H12 -6.840 -1.694 -0.811
H13 -4.410 -1.449 -1.133
C18 3.194 3.885 -2.288
C19 4.233 3.916 -1.358
C20 4.182 3.102 -0.247
C21 3.083 2.250 -0.048
C22 2.016 2.212 -0.963
C23 2.110 3.044 -2.085
C24 2.989 1.311 1.056
C25 3.899 1.258 2.114
C26 3.769 0.334 3.116
C27 2.721 -0.627 3.030
C28 2.575 -1.652 3.979
C29 1.592 -2.608 3.856
C30 0.732 -2.561 2.759
C31 0.846 -1.557 1.818
C32 1.822 -0.553 1.935
N3 1.914 0.459 0.984
H14 3.234 4.519 -3.167
H15 5.083 4.572 -1.511
H16 5.005 3.117 0.458
H17 1.324 3.032 -2.829
H18 4.709 1.974 2.140
H19 4.458 0.302 3.951
H20 3.268 -1.679 4.813
H21 1.494 -3.391 4.598
H22 -0.038 -3.312 2.636
H23 0.169 -1.541 0.977
O3 -0.361 1.373 -2.732
C33 -1.049 2.215 -2.141
O4 -0.899 2.461 -0.902
H24 -1.831 2.773 -2.678

Values from the calculation:
**Multiplicity**: 3
**Total charge**: -1
**Maximum force**: 0.01057 hartree/bohr
**Energy above the lowest of the compared OMol25 structures with the same formula, charge and spin**: 0.0 kJ/mol
**Frontier orbital gap (alpha / beta)**: 5.2 / 7.2 eV

Here are the Mulliken charges for atoms 1 to 6, given in e: atom 1 (Ti): -1.054, atom 2 (C): -0.901, atom 3 (O): 0.361, atom 4 (C): 1.032, atom 5 (C): -1.094, atom 6 (C): -0.736